[1]
{"formula": "C11H20N2O2", "method": "wB97M-V/def2-TZVPD", "elements": ["C", "C", "N", "N", "C", "C", "C", "C", "C", "C", "C", "C", "C", "O", "O", "H", "H", "H", "H", "H", "H", "H", "H", "H", "H", "H", "H", "H", "H", "H", "H", "H", "H", "H", "H"], "positions_angstrom": [[-4.04, 0.19, -1.64], [-3.05, -0.94, -1.89], [-1.74, -0.63, -2.09], [-1.34, 0.65, -2.28], [0.04, 1.02, -1.83], [0.00, 1.05, -0.24], [1.45, 0.93, 0.42], [1.21, 1.35, 1.85], [2.39, 1.11, 2.81], [3.18, -0.22, 2.44], [2.46, -1.17, 1.48], [2.09, -0.44, 0.19], [-3.37, -2.29, -1.62], [-4.34, -2.56, -0.82], [-2.58, -3.30, -2.16], [-3.69, 1.01, -0.99], [-4.87, -0.30, -1.30], [-4.19, 0.56, -2.61], [-2.04, 1.35, -2.16], [0.68, 0.26, -2.18], [0.45, 1.94, -2.33], [-0.61, 0.21, 0.02], [-0.54, 1.89, 0.06], [2.09, 1.75, 0.12], [0.94, 2.39, 1.93], [0.36, 0.81, 2.25], [3.10, 1.87, 2.77], [2.10, 1.08, 3.88], [3.57, -0.77, 3.30], [4.05, 0.13, 1.88], [2.98, -2.17, 1.39], [1.57, -1.24, 2.02], [3.03, -0.20, -0.25], [1.62, -1.15, -0.52], [-2.95, -4.20, -1.91]], "homo_lumo_gap_ev": 8.96, "fmax_ev_per_a": 5.929, "energy_ha": -691.045671, "smiles": "C/C(=N\\NCCC1CCCCC1)C(=O)O", "e_lumo_ha": 0.0148, "de_lowest_ev": 4.2801, "homo_energy_ev": -8.558, "charge": 0}

[2]
{"formula": "C11H20N4PTi", "method": "wB97M-V/def2-TZVPD", "elements": ["C", "C", "C", "C", "C", "Ti", "P", "H", "H", "H", "H", "H", "H", "H", "H", "C", "N", "C", "N", "C", "N", "C", "N", "C", "C", "H", "H", "H", "H", "H", "H", "H", "H", "H", "H", "H", "H"], "positions_angstrom": [[-0.76, 0.10, -3.36], [-1.60, 1.24, -3.35], [-0.78, 2.41, -3.40], [0.60, 2.02, -3.41], [0.62, 0.57, -3.33], [1.11, -1.87, -0.51], [-0.33, -3.65, -1.20], [-1.15, -0.92, -3.42], [-2.71, 1.24, -3.42], [-1.12, 3.44, -3.53], [1.48, -0.07, -3.17], [1.47, 2.65, -3.35], [0.40, -4.58, -2.03], [-1.46, -3.33, -2.06], [-0.84, -4.51, -0.17], [0.69, 1.11, 0.40], [0.39, -0.29, 0.38], [-0.98, -0.47, 0.83], [-1.20, 0.05, 2.23], [-0.86, 1.49, 2.22], [0.53, 1.72, 1.76], [1.44, 0.99, 2.69], [1.16, -0.45, 2.87], [1.39, -1.10, 1.42], [-0.27, -0.66, 3.15], [-0.06, 1.55, -0.28], [1.70, 1.30, 0.06], [-1.27, -1.52, 0.82], [-1.56, 0.15, 0.15], [-0.93, 1.88, 3.24], [-1.56, 2.03, 1.57], [2.46, 1.12, 2.31], [1.33, 1.46, 3.68], [1.16, -2.15, 1.69], [2.46, -0.87, 1.30], [-0.47, -0.32, 4.16], [-0.50, -1.74, 3.05]], "homo_lumo_gap_ev": [5.01, 5.21], "fmax_ev_per_a": 4.926, "energy_ha": -1840.656235, "e_lumo_ha": [-0.0297, -0.0225], "homo_energy_ev": [-5.819, -5.826], "charge": 0, "multiplicity": 2}

[3]
{"formula": "C11H20P", "method": "wB97M-V/def2-TZVPD", "elements": ["C", "C", "C", "C", "C", "C", "C", "C", "C", "C", "C", "P", "H", "H", "H", "H", "H", "H", "H", "H", "H", "H", "H", "H", "H", "H", "H", "H", "H", "H", "H", "H"], "positions_angstrom": [[-2.19, 0.16, 0.11], [0.18, 0.85, 0.99], [-2.08, 1.51, 0.28], [-0.70, 1.90, 0.77], [-3.12, 2.49, 0.14], [-0.46, 3.29, 1.06], [1.22, -2.48, -2.22], [2.02, -0.20, -1.61], [2.53, -2.39, -0.12], [-0.71, -1.71, 2.08], [1.90, -1.68, -1.25], [-0.61, -0.70, 0.46], [-2.98, -0.19, -0.51], [1.12, 0.76, 1.54], [-4.00, 2.02, -0.23], [-2.85, 3.25, -0.67], [-3.30, 2.94, 1.08], [-0.51, 3.90, 0.17], [0.48, 3.43, 1.68], [-1.27, 3.72, 1.76], [1.56, -2.23, -3.25], [0.13, -2.30, -2.30], [1.34, -3.54, -2.01], [1.07, 0.20, -1.97], [2.71, -0.16, -2.52], [2.39, 0.44, -0.94], [3.35, -2.95, -0.71], [2.86, -1.58, 0.57], [1.92, -3.09, 0.44], [-0.99, -2.68, 1.77], [-1.33, -1.07, 2.79], [0.34, -1.91, 2.61]], "homo_lumo_gap_ev": 6.22, "fmax_ev_per_a": 4.764, "energy_ha": -772.113575, "e_lumo_ha": -0.1994, "de_lowest_ev": 2.9849, "homo_energy_ev": -11.647, "charge": 1}

Copy entry 3 word for word.
{"formula": "C11H20P", "method": "wB97M-V/def2-TZVPD", "elements": ["C", "C", "C", "C", "C", "C", "C", "C", "C", "C", "C", "P", "H", "H", "H", "H", "H", "H", "H", "H", "H", "H", "H", "H", "H", "H", "H", "H", "H", "H", "H", "H"], "positions_angstrom": [[-2.19, 0.16, 0.11], [0.18, 0.85, 0.99], [-2.08, 1.51, 0.28], [-0.70, 1.90, 0.77], [-3.12, 2.49, 0.14], [-0.46, 3.29, 1.06], [1.22, -2.48, -2.22], [2.02, -0.20, -1.61], [2.53, -2.39, -0.12], [-0.71, -1.71, 2.08], [1.90, -1.68, -1.25], [-0.61, -0.70, 0.46], [-2.98, -0.19, -0.51], [1.12, 0.76, 1.54], [-4.00, 2.02, -0.23], [-2.85, 3.25, -0.67], [-3.30, 2.94, 1.08], [-0.51, 3.90, 0.17], [0.48, 3.43, 1.68], [-1.27, 3.72, 1.76], [1.56, -2.23, -3.25], [0.13, -2.30, -2.30], [1.34, -3.54, -2.01], [1.07, 0.20, -1.97], [2.71, -0.16, -2.52], [2.39, 0.44, -0.94], [3.35, -2.95, -0.71], [2.86, -1.58, 0.57], [1.92, -3.09, 0.44], [-0.99, -2.68, 1.77], [-1.33, -1.07, 2.79], [0.34, -1.91, 2.61]], "homo_lumo_gap_ev": 6.22, "fmax_ev_per_a": 4.764, "energy_ha": -772.113575, "e_lumo_ha": -0.1994, "de_lowest_ev": 2.9849, "homo_energy_ev": -11.647, "charge": 1}